(1)
A 7-piece molecular cluster, C24H38O23S2 overall, computed with the ωB97M-V functional and the def2-TZVPD basis.

Computed properties:
- Gap between HOMO and LUMO: 10.566 eV
- Charge: 0
- Spin multiplicity: 1
- Energy above the lowest of the compared OMol25 structures with the same formula, charge and spin: 89.7 kcal per mole
- SMILES: C[C@H]1COC(=O)O1.C[C@H]1COC(=O)O1.C[C@H]1COC(=O)O1.C[C@H]1COC(=O)O1.C[C@H]1COC(=O)O1.O=S1(=O)OCCO1.O=S1(=O)OCCO1

Each line ends with the Löwdin charge.
Atoms and positions in Å:
1 C -1.637 -0.596 15.032  -0.02
2 C -2.691 -1.472 14.272  -0.32
3 C -4.025 -1.312 15.088  -0.06
4 O -4.745 -0.294 14.334  0.05
5 C -4.100 0.084 13.229  -0.50
6 O -4.238 1.029 12.465  0.14
7 O -3.099 -0.846 13.130  0.05
8 H -1.237 -1.334 15.728  0.08
9 H -2.072 0.163 15.683  0.08
10 H -0.867 -0.256 14.339  0.09
11 H -2.338 -2.503 14.263  0.15
12 H -3.734 -1.143 16.125  0.13
13 H -4.573 -2.250 15.001  0.11
14 C -7.847 0.882 14.162  0.01
15 C -8.493 -0.514 14.560  -0.21
16 C -8.604 -1.532 13.477  -0.12
17 O -8.185 -2.692 14.092  0.11
18 C -7.574 -2.530 15.193  -0.61
19 O -6.969 -3.383 15.809  0.12
20 O -7.484 -1.212 15.426  0.07
21 H -6.822 0.901 13.792  0.06
22 H -7.849 1.459 15.087  0.08
23 H -8.577 1.266 13.450  0.08
24 H -9.398 -0.401 15.157  0.16
25 H -8.039 -1.496 12.546  0.15
26 H -9.657 -1.511 13.196  0.14
27 C -6.219 -10.296 17.488  -0.01
28 C -6.258 -10.348 18.999  -0.37
29 C -7.590 -10.438 19.658  -0.05
30 O -7.285 -11.330 20.718  0.13
31 C -6.182 -11.907 20.447  -0.63
32 O -5.554 -12.623 21.209  0.13
33 O -5.596 -11.475 19.364  0.14
34 H -6.381 -9.296 17.086  0.07
35 H -6.825 -10.958 16.868  0.09
36 H -5.207 -10.478 17.128  0.09
37 H -5.706 -9.444 19.258  0.15
38 H -8.344 -10.869 18.999  0.14
39 H -7.906 -9.507 20.129  0.15
40 C -3.983 -8.155 13.808  -0.01
41 C -3.359 -7.450 12.721  -0.38
42 C -2.004 -6.778 12.905  -0.06
43 O -1.270 -7.294 11.807  0.12
44 C -1.932 -8.198 11.138  -0.59
45 O -1.664 -8.868 10.209  0.18
46 O -3.165 -8.405 11.695  0.07
47 H -3.222 -8.710 14.356  0.10
48 H -4.733 -8.862 13.453  0.10
49 H -4.412 -7.359 14.417  0.08
50 H -3.932 -6.664 12.228  0.16
51 H -1.591 -7.181 13.830  0.11
52 H -2.090 -5.695 12.992  0.14
53 C -4.748 -2.368 21.440  -0.02
54 C -5.756 -3.072 20.469  -0.24
55 C -6.961 -3.870 21.102  -0.05
56 O -8.052 -3.283 20.341  0.04
57 C -7.682 -2.282 19.497  -0.57
58 O -8.310 -1.732 18.636  0.15
59 O -6.388 -2.056 19.655  0.07
60 H -4.107 -3.083 21.956  0.08
61 H -5.107 -1.608 22.135  0.08
62 H -4.076 -1.664 20.950  0.08
63 H -5.246 -3.699 19.737  0.13
64 H -7.194 -3.594 22.130  0.12
65 H -6.845 -4.949 21.210  0.13
66 C -5.747 -5.924 17.555  -0.14
67 C -4.621 -5.203 16.790  -0.24
68 O -3.599 -6.109 16.868  -0.21
69 S -3.366 -6.591 18.413  0.77
70 O -2.588 -5.558 19.160  -0.26
71 O -3.051 -8.018 18.543  -0.25
72 O -5.027 -6.420 18.697  -0.25
73 H -5.926 -6.838 16.989  0.11
74 H -6.668 -5.423 17.855  0.14
75 H -4.388 -4.221 17.202  0.13
76 H -4.989 -5.157 15.765  0.12
77 C 0.839 -9.597 18.217  -0.19
78 C -0.530 -9.988 17.592  -0.20
79 O -0.803 -9.102 16.561  -0.21
80 S 0.313 -7.865 16.460  0.72
81 O -0.132 -6.655 17.107  -0.24
82 O 0.753 -7.693 15.093  -0.23
83 O 1.434 -8.718 17.322  -0.17
84 H 1.319 -10.573 18.145  0.13
85 H 0.801 -9.337 19.275  0.13
86 H -1.348 -10.058 18.308  0.12
87 H -0.383 -10.940 17.082  0.13

Forces on atoms 1 to 3 (eV/Å):
C -0.1 -1.7 -0.3
C -1.1 2.5 3.6
C 0.7 -1.7 -1.3

(2)
C28H27Cl2N5O5S4TeW as an isolated structure, computed with the ωB97M-V functional and the def2-TZVPD basis.

Computed properties:
- Gap between HOMO and LUMO: 5.921 eV
- Charge: 0
- Spin multiplicity: 1
- Energy above the lowest of the compared OMol25 structures with the same formula, charge and spin: 0.0 kcal per mole

Each line ends with the Löwdin charge.
Atoms and positions in Å:
1 W -0.630 -0.520 -0.947  1.25
2 Cl -5.619 -0.127 -0.173  0.74
3 C -4.401 0.802 0.620  -0.58
4 C -4.771 1.718 1.620  -0.11
5 C -3.841 2.500 2.247  -0.61
6 Cl -4.343 3.652 3.445  0.70
7 C -2.471 2.385 1.917  -0.18
8 C -1.423 3.173 2.436  0.00
9 C -0.146 2.960 1.998  -0.03
10 C 0.113 1.919 1.089  -0.15
11 N -0.833 1.147 0.612  0.00
12 C -2.122 1.414 0.961  -0.17
13 C -3.077 0.641 0.252  -0.39
14 O -2.657 -0.141 -0.697  -0.24
15 H -5.817 1.811 1.876  0.11
16 H -1.646 3.945 3.160  0.10
17 H 0.682 3.555 2.359  0.12
18 H 1.124 1.701 0.779  0.08
19 C -2.938 -3.890 3.238  -0.04
20 N -2.442 -3.406 1.958  -0.11
21 C -2.403 -4.316 0.809  -0.01
22 C -1.937 -2.180 1.784  -0.47
23 C -1.826 -1.236 2.947  0.04
24 O -1.493 -1.872 0.669  -0.27
25 H -3.436 -4.841 3.072  0.08
26 H -3.669 -3.207 3.668  0.09
27 H -2.133 -4.052 3.957  0.10
28 H -3.024 -5.180 1.031  0.09
29 H -1.381 -4.639 0.612  0.09
30 H -2.772 -3.811 -0.081  0.07
31 H -2.211 -1.628 3.882  0.07
32 H -2.346 -0.309 2.714  0.08
33 H -0.762 -1.010 3.059  0.08
34 S -0.803 3.676 -3.297  1.07
35 C -2.259 2.796 -3.460  -0.35
36 C -2.196 1.652 -2.742  -0.20
37 N -1.009 1.476 -2.057  -0.12
38 C -0.192 2.472 -2.277  -0.46
39 H -3.070 3.144 -4.077  0.08
40 H -2.949 0.887 -2.668  0.12
41 H 0.790 2.547 -1.839  0.07
42 N 5.880 0.640 -4.017  0.08
43 C 4.754 0.420 -4.730  -0.83
44 S 4.726 0.385 -6.368  0.70
45 C 3.524 0.255 -3.900  -0.22
46 C 3.426 0.808 -2.624  0.00
47 C 2.277 0.600 -1.892  -0.21
48 N 1.235 -0.109 -2.341  -0.11
49 C 1.322 -0.627 -3.573  -0.10
50 C 2.437 -0.460 -4.376  0.01
51 H 6.746 0.673 -4.530  0.10
52 H 5.929 0.360 -3.051  0.10
53 H 4.212 1.415 -2.196  0.12
54 H 2.193 0.990 -0.888  0.06
55 H 0.466 -1.183 -3.923  0.08
56 H 2.461 -0.899 -5.363  0.10
57 Te 1.532 -1.476 0.678  0.99
58 C 2.766 -0.269 1.953  -0.60
59 C 4.124 -0.610 1.884  -0.19
60 C 5.069 -0.004 2.696  -0.10
61 C 4.689 0.976 3.606  -0.10
62 C 3.349 1.311 3.702  -0.10
63 C 2.404 0.691 2.891  -0.17
64 H 4.447 -1.366 1.179  0.07
65 H 6.109 -0.297 2.614  0.10
66 H 5.423 1.457 4.238  0.10
67 H 3.023 2.049 4.426  0.10
68 H 1.367 0.934 3.056  0.07
69 O -1.577 -3.031 -4.156  -0.34
70 S -1.682 -2.530 -2.816  0.18
71 O -2.885 -2.838 -2.094  -0.35
72 O -1.406 -1.005 -2.866  -0.59
73 S 0.003 -2.870 -1.669  0.32

Forces on atoms 1 to 3 (eV/Å):
W 0.2 0.4 -0.1
Cl 0.0 0.0 0.0
C 0.0 0.0 0.0

(3)
A 10-piece molecular cluster, C30H85N5O13 overall, computed with the ωB97M-V functional and the def2-TZVPD basis.

Computed properties:
- Gap between HOMO and LUMO: 9.702 eV
- Charge: 0
- Spin multiplicity: 1
- SMILES: COC[C@H](C)N.COC[C@H](C)N.COC[C@H](C)N.COC[C@H](C)N.COC[C@H](C)N.OCCO.OCCO.OCCO.CCO.CCO

Each line ends with the Löwdin charge.
Atoms and positions in Å:
1 C -3.573 -0.341 6.160  -0.06
2 C -2.136 -0.762 6.180  -0.30
3 O -1.597 -0.838 4.862  -0.08
4 H -4.166 -1.152 6.263  0.03
5 H -3.744 0.313 5.344  0.07
6 H -3.814 0.152 7.119  0.09
7 H -1.986 -1.713 6.717  0.12
8 H -1.579 -0.022 6.739  0.10
9 H -0.668 -0.772 4.959  0.03
10 C 1.316 -7.676 2.182  -0.10
11 C 0.258 -6.585 2.121  -0.29
12 O 0.602 -5.735 0.996  -0.13
13 H 1.059 -8.526 2.846  0.08
14 H 2.241 -7.294 2.504  0.04
15 H 1.528 -8.091 1.194  0.08
16 H 0.083 -6.043 3.054  0.11
17 H -0.651 -7.099 1.864  0.10
18 H 1.304 -5.106 1.287  0.03
19 C 6.306 0.307 -4.901  -0.06
20 C 4.877 0.005 -4.409  -0.42
21 C 4.770 -1.445 -3.921  -0.20
22 O 3.502 -1.858 -3.436  -0.20
23 C 2.564 -2.194 -4.408  -0.12
24 N 4.482 1.077 -3.405  0.06
25 H 6.685 -0.456 -5.552  0.07
26 H 6.976 0.304 -4.010  0.09
27 H 6.299 1.306 -5.310  0.06
28 H 4.280 0.127 -5.307  0.11
29 H 5.376 -1.488 -2.992  0.13
30 H 5.080 -2.105 -4.728  0.12
31 H 3.014 -2.791 -5.217  0.09
32 H 2.239 -1.281 -4.930  0.08
33 H 1.687 -2.672 -3.983  0.09
34 H 3.501 0.969 -3.139  0.06
35 H 5.025 0.832 -2.561  0.07
36 C 4.853 -3.808 2.518  -0.10
37 C 3.592 -3.213 2.004  -0.44
38 C 3.794 -1.787 1.437  -0.23
39 O 2.604 -1.148 1.105  -0.19
40 C 2.866 0.041 0.383  -0.10
41 N 3.063 -4.140 0.990  0.04
42 H 5.618 -3.853 1.706  0.09
43 H 4.563 -4.893 2.765  0.10
44 H 5.199 -3.239 3.437  0.10
45 H 2.842 -3.152 2.870  0.16
46 H 4.393 -1.798 0.558  0.10
47 H 4.420 -1.151 2.117  0.14
48 H 3.319 -0.233 -0.598  0.10
49 H 3.489 0.697 0.943  0.08
50 H 1.942 0.561 0.182  0.05
51 H 3.794 -4.762 0.604  0.10
52 H 2.497 -3.761 0.286  0.06
53 C -3.814 1.565 1.599  -0.05
54 C -3.921 2.864 0.845  -0.41
55 C -5.135 3.667 1.338  -0.22
56 O -5.473 4.743 0.464  -0.18
57 C -6.459 5.557 1.114  -0.08
58 N -2.738 3.741 0.683  0.06
59 H -3.603 1.653 2.662  0.07
60 H -2.977 0.954 1.118  0.07
61 H -4.702 0.972 1.391  0.07
62 H -4.267 2.530 -0.181  0.16
63 H -4.810 4.049 2.283  0.12
64 H -5.997 3.048 1.494  0.12
65 H -5.941 6.486 1.275  0.09
66 H -6.758 5.159 2.014  0.06
67 H -7.232 5.789 0.419  0.08
68 H -3.078 4.549 0.207  0.07
69 H -2.475 4.143 1.593  0.10
70 C -0.504 1.508 -5.700  -0.07
71 C 0.459 2.031 -4.601  -0.41
72 C 1.591 2.868 -5.191  -0.20
73 O 2.292 1.984 -6.056  -0.20
74 C 3.566 2.496 -6.413  -0.12
75 N -0.363 2.724 -3.604  0.06
76 H -1.443 1.075 -5.307  0.07
77 H -0.100 0.732 -6.378  0.08
78 H -0.937 2.201 -6.431  0.07
79 H 0.895 1.107 -4.212  0.12
80 H 2.188 3.101 -4.319  0.11
81 H 1.203 3.760 -5.708  0.14
82 H 4.111 1.747 -6.986  0.08
83 H 4.118 2.603 -5.489  0.06
84 H 3.528 3.406 -7.035  0.10
85 H -1.027 3.278 -4.139  0.09
86 H 0.133 3.345 -3.050  0.02
87 C -1.542 -0.727 -2.023  -0.03
88 C -1.575 -0.008 -0.686  -0.39
89 C -0.904 -0.693 0.505  -0.13
90 O -1.669 -1.903 0.845  -0.24
91 C -0.879 -2.969 1.232  -0.12
92 N -1.028 1.369 -0.738  0.08
93 H -2.056 -1.684 -1.962  0.08
94 H -0.515 -0.834 -2.471  0.09
95 H -2.093 -0.174 -2.718  0.05
96 H -2.606 0.006 -0.382  0.10
97 H -0.924 -0.038 1.389  0.12
98 H 0.219 -0.920 0.359  0.13
99 H -0.402 -2.693 2.184  0.10
100 H -0.195 -3.276 0.510  0.05
101 H -1.662 -3.800 1.347  0.12
102 H -1.717 2.079 -0.535  0.05
103 H -0.743 1.609 -1.665  0.04
104 C -6.310 -1.940 0.071  -0.25
105 C -5.038 -2.493 0.695  -0.22
106 O -4.289 -1.412 1.296  -0.10
107 O -6.753 -2.848 -0.935  -0.09
108 H -6.055 -1.050 -0.473  0.11
109 H -7.092 -1.723 0.808  0.12
110 H -4.498 -2.971 -0.109  0.11
111 H -5.308 -3.208 1.537  0.13
112 H -3.388 -1.627 1.519  0.04
113 H -7.133 -3.683 -0.555  0.11
114 C 0.898 1.454 4.442  -0.24
115 C -0.160 2.525 4.411  -0.26
116 O -1.417 2.006 4.043  -0.09
117 O 0.834 0.499 5.478  -0.07
118 H 1.842 2.059 4.530  0.13
119 H 0.895 0.874 3.533  0.12
120 H 0.130 3.132 3.522  0.11
121 H -0.210 3.179 5.314  0.13
122 H -1.485 1.064 4.327  0.05
123 H 0.765 0.852 6.367  0.10
124 C 1.630 3.170 0.458  -0.30
125 C 1.099 4.510 0.003  -0.26
126 O 0.042 4.367 -0.924  -0.11
127 O 0.621 2.498 1.138  -0.13
128 H 2.482 3.339 1.108  0.11
129 H 2.092 2.575 -0.400  0.12
130 H 1.838 5.068 -0.579  0.11
131 H 0.741 5.159 0.876  0.14
132 H -0.754 4.097 -0.377  0.06
133 H -0.044 2.040 0.496  0.05

Forces on atoms 1 to 3 (eV/Å):
C 1.6 1.6 1.8
C 0.7 -0.1 0.3
O -1.8 -0.1 -0.2

Max |F| readings, ordered: 6.85 0.68 3.58 eV/Å
Total energy readings, ordered: -94261.85658 -124668.90883 -66550.49459 eV
LUMO energy readings, ordered: 0.003 -0.904 0.615 eV